{
  "formula": "C45H80BIN10O2PS2Ti",
  "method": "wB97M-V/def2-TZVPD",
  "mol_weight_da": 1073.9,
  "e_homo_ev": [-6.2, -6.2],
  "e_above_lowest_kcal_mol": 0.0,
  "total_energy_ev": -129820.1972,
  "s2": 0.758,
  "max_force_ev_per_a": 0.67,
  "spin_multiplicity": 2,
  "symbols": ["Ti", "C", "C", "C", "C", "C", "C", "C", "C", "C", "N", "N", "B", "N", "N", "C", "C", "C", "C", "C", "C", "C", "C", "C", "N", "N", "C", "C", "C", "C", "C", "C", "C", "C", "C", "H", "H", "H", "H", "H", "H", "H", "H", "H", "H", "H", "H", "H", "H", "H", "H", "H", "H", "H", "H", "H", "H", "H", "H", "H", "H", "H", "H", "H", "H", "H", "H", "H", "H", "H", "H", "H", "H", "H", "H", "H", "H", "H", "H", "H", "H", "C", "C", "S", "C", "C", "S", "H", "H", "H", "H", "H", "H", "N", "C", "O", "C", "I", "H", "H", "H", "H", "O", "P", "N", "C", "C", "C", "C", "N", "C", "C", "C", "C", "N", "C", "C", "C", "C", "H", "H", "H", "H", "H", "H", "H", "H", "H", "H", "H", "H", "H", "H", "H", "H", "H", "H", "H", "H", "H", "H", "H", "H"],
  "positions_angstrom": [[0.845, -0.767, -0.790], [-2.453, -4.692, 1.159], [-2.149, -3.326, 0.542], [-3.453, -2.650, 0.113], [-1.344, -2.475, 1.488], [-1.427, -2.608, 2.872], [-0.501, -1.734, 3.399], [-0.119, -1.592, 4.845], [0.678, -2.824, 5.289], [-1.359, -1.408, 5.720], [0.073, -1.095, 2.365], [-0.431, -1.530, 1.173], [1.240, -0.108, 2.382], [0.903, 1.181, 1.607], [1.039, 1.260, 0.243], [0.955, 2.557, -0.081], [0.692, 3.298, 1.076], [0.670, 2.406, 2.121], [0.422, 2.776, 3.562], [1.674, 2.731, 4.442], [-0.754, 2.023, 4.182], [1.233, 3.234, -1.402], [1.740, 2.374, -2.536], [2.228, 4.383, -1.167], [2.496, -0.765, 1.764], [2.678, -0.816, 0.411], [3.958, -1.165, 0.198], [4.584, -1.376, 1.423], [3.633, -1.114, 2.390], [3.813, -1.130, 3.879], [4.500, -2.422, 4.319], [4.607, 0.098, 4.330], [4.634, -1.147, -1.144], [6.089, -0.700, -0.987], [4.591, -2.480, -1.896], [-2.879, -5.348, 0.398], [-1.551, -5.163, 1.550], [-3.182, -4.619, 1.969], [-1.542, -3.508, -0.336], [-4.093, -2.480, 0.983], [-3.280, -1.695, -0.384], [-3.998, -3.291, -0.583], [-2.058, -3.287, 3.419], [0.520, -0.717, 4.962], [0.059, -3.721, 5.224], [1.554, -2.979, 4.657], [1.013, -2.714, 6.322], [-1.976, -2.308, 5.708], [-1.068, -1.220, 6.755], [-1.973, -0.575, 5.377], [1.484, 0.190, 3.501], [0.563, 4.364, 1.152], [0.127, 3.828, 3.500], [1.983, 1.711, 4.662], [2.509, 3.242, 3.960], [1.473, 3.230, 5.391], [-0.600, 0.947, 4.156], [-0.887, 2.322, 5.224], [-1.681, 2.238, 3.648], [0.289, 3.680, -1.719], [2.658, 1.851, -2.263], [1.978, 3.009, -3.392], [0.995, 1.656, -2.854], [3.188, 3.986, -0.830], [2.397, 4.918, -2.103], [1.883, 5.103, -0.425], [5.611, -1.651, 1.585], [2.829, -1.091, 4.346], [5.505, -2.491, 3.899], [4.591, -2.452, 5.406], [3.943, -3.302, 3.994], [5.623, 0.062, 3.931], [4.143, 1.021, 3.980], [4.671, 0.136, 5.419], [4.119, -0.370, -1.710], [6.681, -1.468, -0.483], [6.531, -0.543, -1.971], [6.172, 0.227, -0.419], [5.022, -3.271, -1.279], [3.588, -2.786, -2.187], [5.182, -2.419, -2.813], [-1.091, -4.066, -3.632], [-0.387, -3.375, -2.509], [-0.948, -1.854, -2.046], [0.677, -3.979, -1.828], [1.145, -5.359, -2.160], [1.468, -3.156, -0.586], [-2.008, -3.546, -3.900], [-1.327, -5.102, -3.384], [-0.411, -4.080, -4.494], [0.313, -6.023, -2.394], [1.728, -5.780, -1.344], [1.771, -5.292, -3.059], [3.142, -0.259, -4.045], [1.810, -0.424, -3.682], [1.623, -0.561, -2.320], [0.793, -0.473, -4.526], [2.534, -3.599, -5.459], [3.740, -0.847, -3.484], [3.249, -0.577, -5.004], [0.999, -0.438, -5.586], [-0.208, -0.681, -4.199], [-0.987, 0.964, -1.616], [-2.317, 1.655, -1.674], [-2.993, 1.752, -0.180], [-2.580, 0.859, 0.915], [-3.848, 0.647, 1.763], [-4.988, 1.170, 0.887], [-4.306, 2.310, 0.142], [-3.301, 0.923, -2.792], [-2.774, 0.283, -4.017], [-4.032, -0.066, -4.796], [-4.937, 1.127, -4.517], [-4.665, 1.433, -3.044], [-2.353, 3.253, -2.122], [-2.163, 4.372, -1.174], [-1.666, 5.537, -2.039], [-2.109, 5.167, -3.454], [-1.957, 3.652, -3.480], [-1.785, 1.325, 1.500], [-2.190, -0.072, 0.521], [-3.791, 1.233, 2.684], [-3.968, -0.396, 2.048], [-5.858, 1.491, 1.459], [-5.303, 0.407, 0.171], [-4.192, 3.172, 0.811], [-4.832, 2.651, -0.746], [-2.187, -0.589, -3.763], [-2.138, 0.965, -4.592], [-4.473, -0.982, -4.396], [-3.829, -0.218, -5.855], [-5.992, 0.935, -4.708], [-4.633, 1.973, -5.138], [-5.383, 0.917, -2.399], [-4.729, 2.504, -2.839], [-1.466, 4.115, -0.376], [-3.118, 4.621, -0.705], [-0.578, 5.617, -1.995], [-2.077, 6.490, -1.706], [-1.524, 5.657, -4.231], [-3.159, 5.431, -3.602], [-0.924, 3.358, -3.700], [-2.605, 3.184, -4.223]],
  "mulliken_spin": [0.108, 0.006, 0.008, 0.007, -0.035, -0.010, -0.001, 0.001, 0.000, 0.000, 0.005, 0.039, -0.009, 0.002, 0.006, 0.001, 0.001, 0.000, 0.000, 0.000, 0.000, 0.001, -0.006, 0.000, 0.003, 0.002, -0.016, -0.005, 0.003, 0.000, 0.000, 0.000, 0.007, 0.001, 0.024, -0.001, 0.002, 0.000, 0.001, 0.001, -0.002, 0.002, 0.001, 0.000, 0.000, 0.000, 0.000, 0.000, 0.000, 0.000, 0.000, 0.000, 0.000, 0.000, 0.000, 0.000, 0.000, 0.000, 0.000, 0.001, -0.001, 0.000, 0.005, 0.000, 0.000, 0.000, 0.000, 0.000, 0.000, 0.000, 0.000, 0.000, 0.000, 0.000, -0.002, 0.000, 0.000, 0.000, 0.002, -0.017, 0.000, 0.011, 0.215, 0.243, 0.171, 0.016, 0.240, 0.004, -0.001, 0.006, -0.003, 0.005, 0.010, -0.002, -0.027, -0.039, 0.021, 0.002, 0.001, -0.001, -0.003, 0.011, -0.010, 0.004, -0.002, -0.003, 0.001, 0.000, 0.000, 0.001, -0.004, 0.000, 0.000, 0.000, 0.000, 0.000, 0.000, 0.000, 0.000, -0.001, 0.007, 0.000, 0.000, 0.000, 0.000, 0.000, 0.000, -0.010, 0.001, 0.000, 0.000, 0.000, 0.000, 0.000, 0.000, 0.000, 0.000, 0.000, 0.000, 0.000, 0.000, 0.000, 0.000]
}

---

{
  "formula": "C22H13AlCl5NO4",
  "method": "wB97M-V/def2-TZVPD",
  "mol_weight_da": 559.6,
  "e_homo_ev": -8.5,
  "e_above_lowest_kcal_mol": 0.0,
  "total_energy_ev": -101919.6627,
  "max_force_ev_per_a": 0.54,
  "symbols": ["Al", "Cl", "C", "C", "C", "Cl", "C", "O", "C", "C", "O", "C", "H", "H", "H", "Cl", "C", "Cl", "Cl", "C", "O", "O", "N", "C", "C", "C", "C", "C", "C", "C", "C", "C", "C", "C", "C", "C", "H", "H", "H", "H", "H", "H", "H", "H", "H", "H"],
  "positions_angstrom": [[-0.244, 0.022, -0.287], [3.519, 1.150, 5.704], [2.405, 1.022, 4.379], [1.075, 1.429, 4.565], [0.167, 1.356, 3.541], [-1.465, 1.864, 3.778], [0.543, 0.878, 2.265], [-0.319, 0.853, 1.298], [1.885, 0.453, 2.113], [2.313, -0.103, 0.872], [1.592, -0.299, -0.116], [2.809, 0.537, 3.174], [0.758, 1.805, 5.530], [3.361, -0.395, 0.781], [3.832, 0.209, 3.022], [-2.856, -0.196, -3.070], [-2.413, 1.359, -2.323], [-3.390, 2.644, -2.996], [-2.660, 1.281, -0.552], [-0.879, 1.583, -2.604], [-0.545, 2.235, -3.547], [-0.079, 0.940, -1.783], [-0.955, -1.596, -0.323], [-1.920, -2.396, -0.258], [-3.239, -1.964, 0.345], [-3.243, -1.240, 1.534], [-4.429, -0.732, 2.048], [-5.622, -0.929, 1.364], [-5.625, -1.647, 0.175], [-4.441, -2.173, -0.325], [-1.829, -3.787, -0.833], [-2.648, -4.826, -0.392], [-2.514, -6.104, -0.923], [-1.573, -6.349, -1.913], [-0.758, -5.316, -2.363], [-0.883, -4.046, -1.821], [-2.302, -1.064, 2.045], [-4.418, -0.175, 2.977], [-6.548, -0.523, 1.757], [-6.553, -1.796, -0.365], [-4.447, -2.735, -1.253], [-3.382, -4.636, 0.382], [-3.145, -6.909, -0.564], [-1.475, -7.343, -2.336], [-0.023, -5.505, -3.137], [-0.249, -3.231, -2.148]],
  "mulliken_charge": [-0.625, -0.215, 0.181, -0.523, 0.144, -0.176, 0.238, -0.106, 0.994, 0.009, -0.262, -0.996, 0.449, 0.355, 0.418, -0.110, 0.558, -0.104, -0.091, 0.338, -0.544, -0.375, -0.002, 0.002, 0.633, -0.230, -0.649, -0.482, -0.809, -0.136, 0.367, -0.191, -0.795, -0.362, -0.660, -0.363, 0.358, 0.390, 0.401, 0.393, 0.527, 0.439, 0.389, 0.380, 0.395, 0.452]
}

---

{
  "formula": "C4H13N3",
  "method": "wB97M-V/def2-TZVPD",
  "mol_weight_da": 103.2,
  "e_homo_ev": -19.8,
  "e_above_lowest_kcal_mol": 87.1,
  "total_energy_ev": -8809.7989,
  "total_charge": 2,
  "max_force_ev_per_a": 5.12,
  "symbols": ["C", "C", "C", "C", "N", "N", "N", "H", "H", "H", "H", "H", "H", "H", "H", "H", "H", "H", "H", "H"],
  "positions_angstrom": [[0.804, -0.955, 0.649], [-1.231, 0.369, 0.144], [-1.695, 1.918, -0.838], [-2.277, -0.416, 0.741], [0.038, 0.146, 0.095], [2.020, -1.148, -0.214], [2.642, 0.117, -0.447], [1.139, -0.712, 1.668], [0.218, -1.881, 0.670], [-0.795, 2.253, -1.328], [-2.066, 2.606, -0.092], [-2.468, 1.586, -1.512], [-2.762, -1.000, -0.053], [-3.078, 0.218, 1.127], [-1.936, -1.104, 1.513], [0.647, 0.844, -0.348], [2.630, -1.873, 0.223], [1.736, -1.527, -1.137], [3.291, 0.098, -1.233], [3.143, 0.461, 0.372]],
  "mulliken_charge": [-0.723, 0.763, -0.917, -1.276, -0.160, 0.001, -0.594, 0.320, 0.519, 0.376, 0.366, 0.372, 0.362, 0.361, 0.429, 0.426, 0.379, 0.416, 0.292, 0.289]
}

---

{
  "formula": "C5H9N2",
  "method": "wB97M-V/def2-TZVPD",
  "mol_weight_da": 97.1,
  "e_homo_ev": -14.1,
  "e_above_lowest_kcal_mol": 106.6,
  "total_energy_ev": -8301.1081,
  "total_charge": 1,
  "max_force_ev_per_a": 4.00,
  "symbols": ["C", "C", "C", "C", "C", "N", "N", "H", "H", "H", "H", "H", "H", "H", "H", "H"],
  "positions_angstrom": [[-1.903, -0.367, -0.661], [-0.702, -0.048, -1.157], [-1.910, 0.024, 0.750], [0.103, 0.374, 0.031], [1.316, -1.279, 0.324], [-0.793, 0.470, 1.169], [1.167, 1.458, 0.046], [-2.618, -1.062, -1.230], [-0.168, -0.110, -2.072], [-2.690, -0.042, 1.511], [0.729, -1.806, 1.137], [2.213, -0.801, 0.762], [1.295, -1.803, -0.640], [0.509, 2.365, -0.079], [1.772, 1.258, -0.847], [1.680, 1.369, 0.956]],
  "mulliken_charge": [-0.364, -0.563, -0.316, 0.347, -0.763, -0.591, -0.236, 0.337, 0.468, 0.451, 0.285, 0.359, 0.338, 0.445, 0.418, 0.384]
}

---

{
  "formula": "C21H17Cl2N3NiO2",
  "method": "wB97M-V/def2-TZVPD",
  "mol_weight_da": 473.0,
  "e_homo_ev": [-7.1, -7.1],
  "e_above_lowest_kcal_mol": 129.4,
  "total_energy_ev": -96702.5790,
  "s2": 2.019,
  "max_force_ev_per_a": 1.20,
  "spin_multiplicity": 3,
  "symbols": ["Ni", "Cl", "C", "C", "C", "Cl", "C", "C", "C", "C", "N", "C", "C", "O", "H", "H", "H", "H", "C", "C", "C", "C", "C", "C", "C", "C", "C", "C", "H", "H", "H", "H", "H", "H", "H", "C", "N", "C", "N", "O", "H", "H", "H", "H", "H", "H"],
  "positions_angstrom": [[0.214, -1.829, -0.364], [-3.710, 0.956, 0.342], [-2.035, 1.243, 0.301], [-1.457, 2.440, 0.503], [1.330, 3.006, 0.261], [2.039, 3.939, 1.633], [2.275, 1.836, -0.005], [3.648, 1.744, 0.034], [4.203, 0.478, -0.169], [3.396, -0.626, -0.385], [2.062, -0.547, -0.459], [1.556, 0.661, -0.282], [-1.050, 0.102, -0.020], [-1.385, -0.769, -1.031], [-1.970, 3.357, 0.732], [4.278, 2.599, 0.226], [5.275, 0.355, -0.142], [3.828, -1.611, -0.506], [0.591, 3.797, -2.016], [0.029, 2.559, -2.484], [-0.103, 1.409, -1.826], [0.137, 1.043, -0.379], [-0.628, -0.850, 1.114], [-0.121, -0.558, 2.311], [0.092, 0.781, 2.808], [0.125, 1.911, 2.106], [0.031, 2.203, 0.619], [1.205, 3.999, -0.851], [0.548, 4.624, -2.710], [-0.291, 2.573, -3.517], [-0.482, 0.551, -2.370], [0.063, -1.361, 3.017], [0.210, 0.863, 3.881], [0.167, 2.833, 2.671], [1.639, 4.965, -0.647], [-3.682, -4.018, -0.122], [-2.328, -3.559, -0.296], [-1.232, -4.322, -0.318], [-1.350, -5.661, -0.140], [-0.096, -3.834, -0.477], [-4.329, -3.151, -0.024], [-3.777, -4.624, 0.783], [-4.017, -4.607, -0.983], [-2.149, -2.561, -0.480], [-2.236, -6.128, -0.118], [-0.514, -6.211, -0.218]],
  "mulliken_spin": [1.521, -0.001, 0.032, 0.007, -0.005, 0.000, 0.000, 0.002, -0.002, -0.001, 0.027, -0.038, -0.093, 0.113, -0.001, 0.000, 0.000, -0.003, -0.002, 0.004, 0.013, -0.027, 0.475, -0.063, 0.023, -0.027, 0.006, 0.002, 0.000, 0.000, -0.001, 0.004, -0.001, 0.000, 0.000, 0.000, 0.011, -0.001, 0.004, 0.036, -0.001, 0.000, 0.000, -0.013, 0.000, 0.000]
}

---

{
  "formula": "CH2S4",
  "method": "wB97M-V/def2-TZVPD",
  "mol_weight_da": 142.3,
  "e_homo_ev": [-8.5, -7.8],
  "e_above_lowest_kcal_mol": 49.1,
  "total_energy_ev": -44407.3859,
  "max_force_ev_per_a": 2.01,
  "symbols": ["C", "S", "S", "S", "S", "H", "H"],
  "positions_angstrom": [[-0.996, -0.365, 0.360], [-0.552, 1.147, 0.351], [-2.159, -1.477, 0.072], [2.337, 0.815, 0.305], [2.133, -1.085, -0.412], [-3.348, -0.710, 0.118], [2.586, 1.675, -0.794]],
  "mulliken_charge": [0.284, -0.152, -0.151, -0.156, -0.178, 0.150, 0.204]
}